1.
69
Properties=species:S:1:pos:R:3:forces:R:3 method="wB97M-V/def2-TZVPD" total_energy_ev=-73963.1449 relative_energy_kj_mol=36.7 e_homo_ha=-0.37872 charge=+1 e_lumo_ev=-3.15
Hf -1.017 -0.543 -0.198 -1.43 -0.66 2.23
S -0.090 3.997 -0.394 0.03 0.23 0.11
C 1.311 3.313 0.365 0.08 0.08 -0.06
C 2.557 3.892 0.575 0.02 0.11 0.01
C 3.525 3.127 1.196 0.03 -0.02 0.00
C 3.254 1.818 1.611 0.00 0.02 0.01
C 2.016 1.245 1.399 -0.03 -0.02 0.03
C 1.044 2.002 0.751 -0.36 -0.15 0.07
N -0.261 1.582 0.437 0.53 -0.36 -0.52
C -0.941 2.536 -0.162 -0.07 -0.02 -0.12
C -2.269 2.277 -0.731 0.18 0.13 0.11
C -3.102 3.313 -1.138 -0.12 0.18 -0.03
C -4.302 3.010 -1.761 0.04 -0.01 0.02
C -4.644 1.680 -1.976 -0.03 0.02 0.01
C -3.799 0.661 -1.554 -0.15 -0.07 0.06
C -2.594 0.927 -0.905 0.29 -0.15 -0.32
H 2.764 4.910 0.264 -0.02 -0.10 0.01
H 4.509 3.548 1.361 -0.05 -0.02 0.01
H 4.029 1.240 2.102 -0.05 0.03 -0.04
H 1.800 0.232 1.719 0.04 -0.01 -0.04
H -2.821 4.348 -0.971 -0.03 -0.03 -0.03
H -4.962 3.804 -2.085 0.02 -0.02 0.01
H -5.572 1.437 -2.480 0.03 0.02 0.01
H -4.096 -0.364 -1.748 0.00 0.02 -0.02
N -2.089 0.177 2.152 -0.09 0.05 -0.61
N -1.469 -0.140 3.360 0.02 0.12 0.06
C -0.675 -1.209 3.423 0.13 -0.14 0.06
N -0.324 -1.616 4.642 0.09 -0.13 -0.04
S -0.077 -2.014 2.062 0.25 0.33 -0.50
H -2.261 1.173 2.145 0.07 0.17 -0.16
H -2.976 -0.326 2.114 -0.27 -0.05 0.09
H -1.919 0.185 4.201 -0.09 0.01 0.12
H -0.660 -1.179 5.482 -0.02 0.01 0.04
H 0.312 -2.391 4.722 0.04 -0.02 0.04
O -1.867 -2.164 -1.625 0.05 0.30 0.40
C -2.721 -2.556 -0.780 0.16 0.06 -0.41
C -3.732 -3.658 -0.892 -0.03 0.03 0.07
C -4.450 -3.566 0.466 0.05 -0.02 -0.11
C -3.787 -2.392 1.174 0.11 -0.13 -0.17
O -4.088 -1.930 2.251 0.08 0.10 0.05
N -2.762 -1.906 0.375 -0.08 0.15 -0.04
H -3.229 -4.607 -1.069 0.02 -0.01 0.01
H -4.377 -3.472 -1.751 -0.01 0.00 0.01
H -4.320 -4.458 1.078 0.00 -0.01 0.01
H -5.520 -3.382 0.385 0.00 0.01 -0.01
C 4.634 -3.066 1.435 0.00 0.04 -0.01
C 4.825 -1.788 0.927 -0.13 0.02 -0.04
C 3.860 -1.209 0.107 -0.01 -0.11 0.12
C 2.688 -1.895 -0.225 0.22 0.07 0.06
C 2.516 -3.179 0.303 0.07 -0.06 -0.02
C 3.473 -3.761 1.122 -0.04 0.00 0.01
Si 1.330 -1.241 -1.353 0.51 -0.04 -0.45
C 1.777 0.343 -2.274 0.16 0.18 -0.05
C 3.061 0.779 -2.624 -0.12 0.12 -0.04
C 3.251 1.989 -3.283 -0.04 -0.01 0.02
C 2.161 2.780 -3.632 0.06 -0.03 0.01
C 0.875 2.348 -3.338 0.03 0.01 -0.01
C 0.700 1.148 -2.662 0.19 -0.04 -0.04
H 5.389 -3.521 2.065 -0.03 0.02 -0.02
H 5.730 -1.241 1.162 0.00 -0.01 -0.01
H 4.024 -0.204 -0.263 0.00 -0.06 -0.01
H 1.620 -3.747 0.059 0.06 0.02 -0.01
H 3.315 -4.759 1.514 0.01 0.03 -0.03
H 1.240 -2.278 -2.413 -0.19 -0.12 0.01
H 3.923 0.161 -2.407 -0.01 0.02 0.05
H 4.255 2.310 -3.537 -0.08 -0.02 0.00
H 2.312 3.720 -4.149 0.01 -0.05 0.01
H 0.017 2.937 -3.641 0.02 -0.02 0.01
H -0.324 0.813 -2.484 -0.11 0.00 -0.01

2.
70
Properties=species:S:1:pos:R:3:forces:R:3 method="wB97M-V/def2-TZVPD" total_energy_ev=-58091.4617 e_homo_ha=-0.25684 e_lumo_ev=-3.79
C -2.141 -3.684 2.780 -0.22 0.05 0.03
C -1.083 -2.598 2.678 -0.38 0.49 0.18
C -0.153 -2.743 3.886 0.09 0.16 0.18
O -0.354 -2.771 1.483 -0.72 0.14 -0.05
B 0.127 -1.446 1.127 1.90 0.03 -0.69
C 1.744 -1.386 1.480 -1.42 0.07 -0.15
C 2.314 -0.197 1.892 0.99 0.14 -0.01
C 3.684 -0.150 2.154 -0.05 0.45 0.11
C 4.333 1.150 2.544 0.01 0.13 0.18
F 5.002 1.046 3.737 -0.36 0.30 -0.90
F 5.251 1.553 1.607 -0.52 -0.08 0.76
F 3.424 2.161 2.677 0.86 -0.55 -0.05
C 4.484 -1.278 2.045 -0.05 0.01 -0.03
C 3.879 -2.468 1.667 -0.03 -0.42 -0.07
C 4.739 -3.696 1.531 0.07 -0.27 0.04
F 4.002 -4.828 1.330 0.75 0.76 0.13
F 5.605 -3.586 0.471 -0.48 -0.26 0.79
F 5.504 -3.905 2.649 -0.40 0.01 -0.91
C 2.513 -2.533 1.392 0.90 0.04 0.01
C 0.030 -1.217 -0.551 0.10 -0.41 -0.36
C 0.431 0.122 -1.033 -0.38 -0.01 -0.19
C -0.224 1.257 -0.722 0.12 -0.06 0.01
O -0.581 -0.433 1.874 -0.44 -0.06 0.33
C -1.643 -1.095 2.528 0.04 -0.66 0.21
C -2.887 -1.034 1.645 -0.22 -0.21 -0.13
C -1.957 -0.386 3.833 0.02 -0.09 0.21
H -2.758 -3.528 3.674 0.00 -0.05 -0.14
H -2.784 -3.708 1.895 0.09 0.00 0.12
H -1.648 -4.659 2.880 -0.08 0.16 -0.07
H -0.735 -2.733 4.817 0.16 0.04 -0.09
H 0.367 -3.708 3.822 -0.09 0.19 -0.05
H 0.604 -1.949 3.927 -0.19 -0.15 -0.03
H 1.718 0.704 1.997 -0.04 -0.19 -0.02
H 5.549 -1.232 2.251 -0.12 0.00 -0.01
H 2.076 -3.485 1.108 -0.10 0.19 0.03
H 0.696 -1.986 -0.975 -0.33 0.15 -0.03
H -1.009 -1.459 -0.830 0.18 0.14 0.11
H 1.289 0.165 -1.713 0.03 0.19 0.37
H 0.146 2.240 -1.005 0.08 -0.11 0.13
H -1.079 1.199 -0.045 0.15 0.17 -0.20
H -3.753 -1.450 2.174 0.04 0.02 -0.16
H -3.105 0.015 1.410 0.07 -0.12 0.04
H -2.746 -1.580 0.704 -0.01 0.07 0.22
H -2.760 -0.914 4.364 0.14 0.09 0.01
H -1.077 -0.323 4.481 -0.15 0.00 -0.12
H -2.307 0.631 3.617 0.09 -0.13 0.05
F -1.472 -2.143 -5.977 0.27 1.48 0.75
C -1.230 -0.941 -5.363 -0.10 -0.92 -0.59
C 0.018 -0.345 -5.543 -0.14 0.26 0.01
C 0.241 0.878 -4.931 -0.18 0.14 0.43
C -0.743 1.500 -4.099 0.20 -0.99 0.04
C -0.370 2.700 -3.426 -0.45 0.21 -0.94
C -1.173 3.786 -2.975 -0.12 0.72 0.52
C -0.483 4.986 -2.603 -0.14 -0.45 0.16
C -1.128 6.049 -1.994 -0.03 -0.12 -0.21
C -2.497 5.927 -1.754 -0.34 0.87 0.56
F -3.149 6.970 -1.148 0.81 -1.36 -0.72
C -3.235 4.806 -2.128 0.15 -0.33 -0.43
C -2.589 3.775 -2.804 0.12 0.23 0.30
C -1.970 0.810 -3.910 0.01 -0.09 -0.37
C -2.237 -0.378 -4.584 0.06 0.39 0.26
H 0.782 -0.824 -6.152 -0.27 0.09 0.15
H 1.195 1.390 -5.071 -0.21 -0.24 0.05
H 0.697 2.929 -3.481 -0.20 -0.09 0.13
H 0.587 5.047 -2.809 -0.26 -0.01 0.21
H -0.589 6.950 -1.707 -0.22 -0.22 -0.07
H -4.301 4.751 -1.910 0.27 0.13 -0.16
H -3.181 2.958 -3.205 0.11 0.25 0.28
H -2.694 1.187 -3.192 0.21 -0.29 -0.23
H -3.204 -0.869 -4.489 0.35 -0.02 0.07

3.
70
Properties=species:S:1:pos:R:3:forces:R:3 method="wB97M-V/def2-TZVPD" total_energy_ev=-191787.3360 relative_energy_kj_mol=91.0 e_homo_ha=-0.25849 e_lumo_ev=-0.48
Ba 0.622 -0.738 0.356 1.43 0.38 1.07
Br -0.556 -4.574 -6.264 0.01 0.00 0.00
C -0.016 -3.959 -4.549 -0.26 0.04 -0.06
C 1.304 -4.141 -4.135 0.12 0.00 0.07
C 1.695 -3.698 -2.901 -0.08 0.05 -0.03
C 0.804 -3.031 -2.009 -0.49 -0.17 -0.29
O 1.232 -2.606 -0.888 0.35 -1.08 -0.57
C -0.570 -2.870 -2.445 0.58 -0.26 -0.15
C -1.646 -2.279 -1.693 -0.24 0.00 0.38
N -1.601 -1.814 -0.490 0.17 -0.27 -0.20
C -2.680 -1.184 0.144 -0.65 -0.04 -0.54
C -3.895 -0.939 -0.469 0.27 0.07 0.23
C -4.930 -0.258 0.188 -0.07 0.08 0.14
C -4.776 0.184 1.471 -0.09 0.03 -0.07
C -3.565 -0.055 2.155 0.02 -0.08 -0.32
C -3.367 0.354 3.489 0.21 -0.06 0.10
C -2.191 0.065 4.122 -0.15 0.12 0.05
C -1.203 -0.623 3.400 -0.20 -0.01 -0.11
N -1.355 -1.001 2.156 0.19 -0.30 0.23
C -2.507 -0.737 1.498 -0.53 0.00 0.18
C -0.921 -3.349 -3.726 -0.07 0.02 -0.05
H 2.011 -4.631 -4.792 0.01 0.00 0.00
H 2.715 -3.828 -2.564 0.00 0.01 0.02
H -2.588 -2.274 -2.251 -0.02 0.00 0.01
H -4.063 -1.253 -1.488 0.02 -0.01 -0.02
H -5.858 -0.080 -0.341 -0.01 0.01 0.01
H -5.570 0.716 1.980 -0.01 0.00 -0.01
H -4.161 0.890 3.995 0.00 0.01 0.03
H -2.006 0.359 5.145 -0.02 0.01 0.01
H -0.258 -0.873 3.874 0.02 0.05 -0.01
H -1.944 -3.228 -4.065 -0.02 0.01 0.00
O 7.541 -1.285 2.153 0.16 0.16 -0.31
C 6.217 -1.182 1.957 -0.45 0.03 -0.05
C 5.275 -1.674 2.859 0.03 0.01 0.00
C 3.937 -1.514 2.562 0.08 -0.05 0.07
N 3.486 -0.915 1.461 -0.07 0.10 -0.16
C 4.398 -0.459 0.620 0.07 -0.04 0.09
Br 3.755 0.395 -0.945 -0.02 0.02 -0.01
C 5.765 -0.555 0.798 0.14 -0.06 0.11
H 7.727 -1.740 2.975 0.03 -0.13 0.24
H 5.577 -2.171 3.772 0.01 0.00 0.00
H 3.181 -1.889 3.242 0.01 -0.01 0.01
H 6.462 -0.163 0.073 0.00 0.00 0.00
C 1.463 2.110 3.528 0.01 0.00 -0.01
C 0.415 2.460 2.504 -0.15 0.04 0.15
C -0.498 3.472 2.746 0.07 -0.04 0.02
C -1.445 3.732 1.755 0.04 -0.05 0.01
C -1.435 3.009 0.592 -0.20 0.08 -0.17
C -0.453 2.006 0.362 -0.06 0.73 0.54
N 0.436 1.749 1.377 -0.06 0.25 -0.18
N -0.347 1.287 -0.757 -0.01 0.47 -0.56
Si -0.655 1.860 -2.339 -0.38 0.11 -0.21
C 0.106 0.630 -3.565 -0.12 0.19 0.23
C -2.521 1.993 -2.761 0.46 -0.06 -0.04
C 0.128 3.571 -2.603 -0.11 -0.32 0.01
H 2.188 2.920 3.628 0.01 -0.01 0.01
H 2.000 1.213 3.216 0.01 0.00 0.02
H 1.018 1.944 4.510 0.00 0.00 0.01
H -0.472 4.031 3.671 0.01 0.01 0.01
H -2.191 4.505 1.901 0.00 0.01 0.01
H -2.176 3.193 -0.175 0.00 -0.01 -0.01
H -0.535 -0.237 -3.733 -0.03 -0.01 0.02
H 1.072 0.253 -3.217 0.03 0.03 0.03
H 0.272 1.107 -4.533 -0.03 0.01 -0.03
H -3.035 1.066 -2.491 0.02 -0.04 0.03
H -2.669 2.151 -3.833 0.02 0.00 -0.02
H -3.023 2.810 -2.242 0.04 0.03 0.05
H 1.206 3.537 -2.434 0.02 -0.05 0.00
H -0.285 4.312 -1.916 -0.05 -0.01 0.03
H -0.041 3.925 -3.622 -0.02 0.01 -0.03

4.
68
Properties=species:S:1:pos:R:3:forces:R:3 method="wB97M-V/def2-TZVPD" total_energy_ev=-78069.3930 relative_energy_kj_mol=0.0 e_homo_ha=-0.23051 e_lumo_ev=-2.46
Cl 2.425 2.822 4.294 0.25 0.16 0.13
C 1.236 2.030 3.336 -0.87 -0.48 -0.64
C 0.646 2.699 2.256 -0.03 -0.21 0.06
C -0.347 2.065 1.501 0.34 0.02 0.37
C -0.741 0.772 1.830 -0.69 0.31 -0.18
S -2.001 -0.087 0.825 0.19 0.18 1.05
C -3.589 0.385 1.368 1.13 2.10 0.83
Cl -4.803 -0.678 0.897 -0.93 -1.15 -0.44
O -1.842 0.365 -0.543 0.19 -0.19 -0.14
O -1.713 -1.462 1.175 -0.18 -0.40 -0.70
C -0.134 0.092 2.883 0.26 0.23 0.18
C 0.855 0.721 3.644 -0.12 0.21 -0.31
H 0.972 3.704 2.004 -0.04 -0.14 0.07
H -0.789 2.564 0.643 0.02 -0.08 0.15
H -3.689 0.780 2.387 0.35 -0.48 -0.40
H -0.395 -0.937 3.107 -0.14 0.19 -0.13
H 1.332 0.192 4.464 -0.06 0.11 -0.11
C -4.132 8.466 -3.204 -0.21 0.21 0.17
N -3.981 7.026 -3.186 0.40 -0.19 -0.32
C -3.175 6.354 -4.065 0.42 0.72 -0.77
O -2.541 6.866 -4.983 -0.76 -0.82 1.30
C -3.238 4.866 -3.699 -0.13 0.14 -0.64
C -1.899 4.263 -3.268 0.27 -0.12 0.37
C -0.834 4.326 -4.334 0.19 -0.18 -0.10
C 0.363 5.004 -4.093 -0.22 0.22 -0.40
C 1.262 5.231 -5.139 -0.10 -0.33 -0.15
C 1.008 4.692 -6.410 -0.23 0.01 0.30
C -0.136 3.904 -6.612 0.02 -0.03 0.24
C -1.046 3.707 -5.568 0.34 0.40 -0.14
N -4.224 4.853 -2.611 -0.18 -1.38 0.68
C -4.518 3.718 -1.943 0.25 0.90 -0.52
C -5.471 3.657 -0.935 -0.58 0.27 0.67
C -5.774 2.534 -0.182 0.74 -0.31 -1.11
C -6.955 2.452 0.631 -1.15 0.29 1.02
C -7.570 1.209 0.940 0.58 0.12 -0.33
C -8.606 1.120 1.853 -0.25 0.24 0.17
C -9.122 2.291 2.433 0.42 -0.09 -0.43
C -10.142 2.208 3.438 -1.63 -0.13 1.83
N -10.935 2.143 4.295 1.58 0.14 -1.82
C -8.634 3.544 2.033 0.16 0.14 -0.13
C -7.567 3.628 1.148 -0.02 -0.59 0.00
C -4.732 6.198 -2.253 -0.19 0.46 0.05
C -4.385 6.601 -0.810 0.22 -0.12 -0.06
C -6.242 6.377 -2.521 0.05 -0.06 -0.24
H -3.461 8.894 -3.950 -0.08 -0.24 0.09
H -5.165 8.750 -3.445 0.23 -0.04 -0.04
H -3.890 8.883 -2.218 0.03 -0.04 -0.24
H -3.620 4.321 -4.584 0.05 0.23 0.38
H -1.555 4.812 -2.379 -0.07 -0.21 -0.10
H -2.072 3.216 -2.974 0.09 0.27 0.00
H 0.556 5.386 -3.089 -0.01 0.06 -0.33
H 2.159 5.829 -4.962 -0.27 -0.26 -0.08
H 1.698 4.879 -7.238 -0.26 -0.09 0.34
H -0.327 3.442 -7.582 0.12 0.17 0.29
H -1.941 3.095 -5.702 0.23 0.17 -0.15
H -3.999 2.810 -2.272 -0.12 0.39 0.20
H -6.054 4.564 -0.751 0.27 -0.68 -0.13
H -5.126 1.659 -0.254 -0.25 -0.04 -0.09
H -7.219 0.311 0.430 0.03 0.31 0.35
H -9.023 0.150 2.132 0.15 0.36 -0.16
H -9.081 4.457 2.429 0.13 -0.31 -0.04
H -7.188 4.608 0.860 -0.07 -0.24 0.27
H -3.293 6.652 -0.694 -0.30 -0.02 0.02
H -4.816 7.589 -0.608 0.15 -0.27 0.03
H -4.783 5.887 -0.086 0.13 0.27 -0.06
H -6.435 6.333 -3.602 0.04 -0.01 0.29
H -6.851 5.613 -2.032 0.08 0.23 -0.13
H -6.550 7.361 -2.144 0.03 -0.29 -0.14